[1]
A single C7H11NO molecule at a distorted geometry. Source: OMol25; level of theory: ωB97M-V with the def2-TZVPD basis set.

Output
gap between HOMO and LUMO (alpha / beta): 8.026 / 6.580 eV
HOMO energy (alpha / beta): -7.198 / -6.391 eV
energy above the lowest of the compared OMol25 structures with the same formula, charge and spin: 5.940 eV
2S+1: 1
total charge: 0

The geometry in XYZ format:
```
20
Properties=species:S:1:pos:R:3:forces:R:3:mulliken_charge:R:1
C 1.158997 0.846714 -1.149546 -1.198 -2.062 2.050 -0.63
C 2.124866 0.352268 -0.336865 0.639 2.011 -1.191 -0.08
C 1.444237 -1.343247 1.190875 -0.348 -0.828 -0.714 -0.30
C -0.351493 0.660931 -0.893727 0.849 -0.675 3.395 0.32
C -0.808162 -0.716385 -0.388282 1.184 -0.260 -0.555 0.14
C -0.832698 1.766798 0.166334 -0.047 -0.989 -0.339 -1.35
C -1.330674 -1.154415 0.934311 -0.449 -0.845 0.839 -1.28
N 1.990480 -0.307655 0.872723 -0.143 0.915 0.225 -0.23
O -0.709635 -1.806872 -1.259796 0.546 1.034 -1.446 -0.55
H 1.325441 1.356947 -2.060432 0.920 0.691 -0.487 0.44
H 3.112097 0.822964 -0.487116 -0.193 -0.903 -0.024 0.35
H 1.122708 -1.735913 2.153876 0.348 0.240 0.317 0.31
H -0.786199 0.695038 -1.844235 -1.181 0.923 -1.500 0.51
H -0.536380 2.776475 -0.112875 -0.429 0.016 -0.454 0.41
H -0.374631 1.668795 1.174660 0.012 -0.570 -0.754 0.30
H -1.919408 1.626011 0.321854 0.449 0.538 -0.214 0.33
H -0.997725 -0.511566 1.805177 -0.796 -0.330 -1.143 0.29
H -0.843415 -2.164775 1.190845 -1.207 1.178 -0.549 0.39
H -2.490344 -1.271506 0.872664 1.852 0.145 0.547 0.30
H -0.298067 -1.560606 -2.150437 -0.809 -0.230 1.998 0.34
```
Forces are in eV/Å.



[2]
C7H11NO as an isolated structure at a distorted geometry. Source: OMol25; level of theory: ωB97M-V with the def2-TZVPD basis set.

Output
gap between HOMO and LUMO: 9.442 eV
HOMO energy: -8.686 eV
energy above the lowest of the compared OMol25 structures with the same formula, charge and spin: 6.950 eV
2S+1: 1
total charge: 0

The geometry in XYZ format:
```
20
Properties=species:S:1:pos:R:3:forces:R:3:mulliken_charge:R:1
C -1.466142 1.896477 -0.008225 -3.017 3.607 1.268 -1.15
C -0.676086 0.641027 0.195958 0.105 -3.265 2.864 0.03
C -0.767812 -0.774729 0.238347 -0.105 3.225 -0.368 0.33
C -1.858600 -1.749291 -0.216976 -0.071 -0.922 -0.364 -1.14
C 0.763397 -1.151030 0.669735 -1.783 -1.976 0.232 0.25
C 0.776138 0.771257 0.723921 1.263 2.782 1.980 0.19
C 1.459244 -0.066398 -0.222557 3.492 -1.295 -4.665 -0.77
H -1.305954 2.295224 -1.088736 -0.468 -0.436 1.934 0.24
H -1.236518 2.863889 0.817217 0.301 -2.976 -2.488 0.27
H -2.713794 1.994033 0.287078 3.424 -1.258 -1.386 0.27
H -2.110026 -2.474223 0.618233 0.248 0.859 -0.818 0.29
H -2.868642 -1.311265 -0.599960 2.085 -0.433 0.699 0.30
H -1.405030 -2.424601 -1.041342 -0.835 1.098 1.099 0.25
H 0.821300 -2.266106 1.102742 0.630 2.217 -1.921 0.35
H 1.180342 1.791778 0.991215 -0.606 -1.060 -0.221 0.46
H 1.065228 0.201068 -1.131159 -1.500 -0.591 -2.724 0.47
H 3.258076 0.812737 -0.890028 -0.136 0.805 0.058 0.29
H 2.990320 -0.703379 -1.567537 -0.192 2.150 3.735 0.31
N 2.942460 -0.079773 -0.564642 -0.554 -3.379 -1.824 -0.76
O 1.152096 -0.266695 1.686719 -2.282 0.848 2.911 -0.48
```
Forces are in eV/Å.



[3]
A single C7H11NO2 molecule at a distorted geometry. Source: OMol25; level of theory: ωB97M-V with the def2-TZVPD basis set.

Output
gap between HOMO and LUMO: 10.414 eV
HOMO energy: -9.991 eV
energy above the lowest of the compared OMol25 structures with the same formula, charge and spin: 1.570 eV
structure (SMILES): CC[C@@]1(C)CC(=O)NC1=O
2S+1: 1
total charge: 0

The geometry in XYZ format:
```
21
Properties=species:S:1:pos:R:3:forces:R:3:mulliken_charge:R:1
C 1.263535 2.395755 0.773117 0.377 0.373 -2.122 -1.14
C 0.676732 1.369118 -0.319192 3.385 1.465 -1.233 -1.06
C 0.682510 -0.021144 0.130223 -0.556 -4.717 0.817 1.61
C 2.094428 -0.575199 0.420302 2.598 -0.207 1.980 -1.59
C -0.387630 -0.243655 1.194755 0.354 1.080 0.583 -0.52
C -1.698681 -0.338961 0.403400 -1.178 -1.555 2.387 0.27
C 0.078716 -0.915865 -0.970055 -0.348 3.456 -0.633 -0.05
H 2.110083 2.076210 1.426513 -0.717 -0.248 -0.786 0.29
H 1.638199 3.329409 0.203286 -0.849 -1.346 1.088 0.33
H 0.414675 2.619376 1.395458 -0.085 0.633 0.431 0.39
H -0.241238 1.728217 -0.755236 -0.652 0.096 0.358 0.41
H 1.347422 1.240444 -1.222054 -0.338 1.058 0.782 0.45
H 2.384277 -0.267978 1.460845 -0.575 -0.456 -0.398 0.41
H 2.425207 -1.737285 0.408236 -1.542 2.693 -0.473 0.26
H 2.909259 0.024178 -0.073819 -0.979 -0.845 -0.406 0.36
H -0.321046 0.701094 1.809077 -0.653 -1.788 0.404 0.20
H -0.306003 -1.282986 1.628317 0.082 1.465 0.422 0.34
H -1.875306 -0.822790 -1.668386 0.553 -0.742 1.523 0.31
N -1.316519 -0.942198 -0.782092 -0.904 0.367 -2.324 -0.13
O -2.828321 -0.279596 0.890569 1.911 0.627 -1.630 -0.59
O 0.637377 -1.099502 -2.007180 0.116 -1.411 -0.770 -0.55
```
Forces are in eV/Å.



[4]
C7H11NO2 as an isolated structure at a distorted geometry. Source: OMol25; level of theory: ωB97M-V with the def2-TZVPD basis set.

Output
gap between HOMO and LUMO: 8.930 eV
HOMO energy: -9.094 eV
energy above the lowest of the compared OMol25 structures with the same formula, charge and spin: 4.187 eV
2S+1: 1
total charge: 0

The geometry in XYZ format:
```
21
Properties=species:S:1:pos:R:3:forces:R:3:mulliken_charge:R:1
C 0.134029 -0.822636 -0.828169 0.981 0.136 0.959 1.19
C -0.371454 0.598856 0.827537 -0.601 1.059 1.559 -0.45
C -0.598817 -2.143716 -0.681941 0.081 0.084 -0.124 -1.57
C 1.439286 -0.936332 -1.596380 -0.229 -0.075 -0.125 -1.59
C -0.259922 2.168249 2.377826 -0.308 0.042 -0.397 -1.01
N -0.704307 0.249832 -1.341215 0.103 0.052 0.285 -0.16
C 0.622142 -0.334411 0.759322 -0.850 -0.310 -1.830 0.76
C -0.954900 1.197764 -0.387226 -0.192 -0.236 0.271 0.46
O 1.514232 -0.885358 1.337402 0.165 -0.050 0.406 -0.62
O -1.572868 2.232223 -0.510796 0.111 0.123 0.032 -0.66
H -0.801238 0.451137 -2.326186 -0.025 0.016 0.128 0.26
H -0.874578 1.104646 2.074094 1.157 0.281 -0.796 0.15
H 0.011087 -2.855903 -0.126659 0.018 0.012 0.025 0.35
H -0.796717 -2.564565 -1.670675 -0.037 -0.017 -0.004 0.36
H -1.547130 -2.000364 -0.168043 -0.027 0.001 0.030 0.38
H 2.092442 -1.673398 -1.134012 -0.008 -0.011 0.017 0.34
H 1.217696 -1.251235 -2.620110 0.084 -0.026 -0.035 0.44
H 1.956900 0.021412 -1.633553 0.006 0.025 0.017 0.37
H 0.818257 2.301697 2.419863 -0.033 -0.719 -0.347 0.33
H -0.617965 2.154725 3.406403 -0.231 -0.197 0.018 0.34
H -0.706174 2.987375 1.822517 -0.165 -0.191 -0.088 0.33
```
Forces are in eV/Å.



[5]
A 2-piece molecular cluster, C7H11NO2 overall at a distorted geometry. Source: OMol25; level of theory: ωB97M-V with the def2-TZVPD basis set.

Output
gap between HOMO and LUMO (alpha / beta): 8.825 / 6.351 eV
HOMO energy (alpha / beta): -9.004 / -7.501 eV
energy above the lowest of the compared OMol25 structures with the same formula, charge and spin: 8.826 eV
2S+1: 1
total charge: 0

The geometry in XYZ format:
```
21
Properties=species:S:1:pos:R:3:forces:R:3:mulliken_charge:R:1
C -0.111559 1.393658 -0.736557 1.521 0.244 -1.783 -0.84
C 0.077800 -0.147234 1.437062 -2.062 -2.473 -0.181 -0.58
C -1.365342 0.613904 -0.655870 -3.291 0.150 -1.684 0.14
C -0.236207 0.092071 0.024601 2.070 0.531 0.504 1.06
C 0.512206 -1.084451 0.267584 -0.076 2.755 1.346 -0.12
C -2.643483 1.160902 0.010239 1.772 -1.965 0.210 -1.56
C 0.990647 -2.382475 -0.101943 -0.458 -1.052 0.816 -1.12
N 2.818766 0.032195 -0.114195 -1.978 -2.258 -0.872 0.53
O 3.092657 1.035896 0.434585 0.688 1.518 0.498 -0.46
O 3.192098 -0.409632 -1.186658 0.299 0.404 0.556 -0.46
H 0.499681 1.437364 -1.701289 -1.068 -0.315 1.403 0.19
H 0.017000 2.291077 -0.144913 -0.152 -0.131 0.239 0.26
H 0.879734 0.417333 1.851014 0.192 0.353 0.829 0.27
H -0.917572 -0.449625 1.983671 2.453 0.465 -0.318 0.24
H -1.528040 0.027791 -1.533885 -0.387 -0.137 -0.753 0.36
H -3.223963 1.762840 -0.593698 -1.000 1.215 -1.703 0.41
H -2.233029 1.760699 0.739801 0.470 1.685 2.025 0.38
H -3.314391 0.482193 0.518299 0.127 -0.722 -0.110 0.34
H 1.088369 -2.954764 0.845257 -0.153 -0.179 -0.841 0.29
H 1.988138 -2.187841 -0.443237 0.785 -0.302 -0.688 0.34
H 0.416480 -2.891911 -0.899877 0.250 0.215 0.506 0.31
```
Forces are in eV/Å.